Here is C60H71AsIrN5 as an isolated structure from the Open Molecules 2025 dataset. Energies are from the ωB97M-V functional and the def2-TZVPD basis.

Geometry as ORCA input:
```
! wB97M-V def2-TZVPD RIJCOSX def2/J DEFGRID3
* xyz 0 1
Ir 0.15385 -0.05711 -0.08687
C 3.02148 -2.45940 -5.06130
C 1.96077 -1.37367 -5.26060
C 1.74876 -0.54237 -4.03482
C 2.29192 0.66518 -3.73285
C 3.22791 1.49392 -4.55776
C 2.54355 2.63378 -5.31466
C 1.80010 1.02536 -2.42086
N 1.02472 0.01636 -1.92437
C 0.96797 -0.94729 -2.88508
C 0.33750 -2.17113 -2.74404
C -0.19968 -2.68605 -1.58152
C -0.71079 -4.02872 -1.42599
C -0.86567 -5.01833 -2.53594
C -2.12145 -4.74708 -3.36912
C -1.05447 -4.16919 -0.11955
C -0.78076 -2.90330 0.52222
C -1.09976 -2.59023 1.83067
C -0.95675 -1.35600 2.44054
N -0.43164 -0.24383 1.84771
C -0.37831 0.72700 2.80743
C 0.14815 1.99224 2.63323
C 0.77501 2.47616 1.50032
N 0.92583 1.78226 0.33591
C 1.63918 2.58088 -0.50959
C 2.05604 2.22092 -1.77788
C 1.93338 3.83960 0.13710
C 1.38717 3.77778 1.38003
C 1.43729 4.80853 2.46290
C 2.54316 4.53793 3.48552
C 2.69750 4.96154 -0.48910
C 1.84386 5.78238 -1.45536
C -0.93874 0.22608 4.04358
C -1.29391 -1.06494 3.81765
C -1.96520 -2.01906 4.75346
C -3.48089 -2.05233 4.53952
C -1.03767 1.00853 5.31487
C 0.29732 1.09838 6.05892
N -0.26204 -2.02619 -0.38669
C -1.61150 -5.37807 0.56400
C -0.53957 -6.18351 1.30043
H 3.15635 -3.04961 -5.96867
H 2.74320 -3.13588 -4.25209
H 3.98131 -2.01250 -4.79796
H 1.01413 -1.82987 -5.56280
H 2.25639 -0.72342 -6.08669
H 3.74445 0.84322 -5.26676
H 4.00676 1.90696 -3.91101
H 1.80541 2.24460 -6.01852
H 3.27267 3.21904 -5.87674
H 2.02395 3.30728 -4.63025
H 0.33946 -2.82224 -3.60873
H -0.90806 -6.02616 -2.11775
H 0.01837 -4.99790 -3.17902
H -3.02066 -4.90841 -2.77251
H -2.16583 -5.40248 -4.24004
H -2.14745 -3.71113 -3.71085
H -1.53051 -3.38233 2.42938
H 0.09744 2.66068 3.48336
H 2.64815 2.94859 -2.31826
H 0.46840 4.85748 2.96743
H 1.58986 5.79112 2.01143
H 2.39544 3.57556 3.97834
H 2.56989 5.31295 4.25261
H 3.51741 4.50742 2.99538
H 3.56738 4.55771 -1.01551
H 3.09769 5.60730 0.29557
H 1.39098 5.14721 -2.21937
H 2.44066 6.55031 -1.95118
H 1.02633 6.27329 -0.92544
H -1.74298 -1.73602 5.78436
H -1.55226 -3.02261 4.62326
H -3.90969 -1.05985 4.68685
H -3.96381 -2.74254 5.23249
H -3.72239 -2.36315 3.52132
H -1.78360 0.54413 5.96311
H -1.41196 2.01329 5.09916
H 0.64114 0.10434 6.34863
H 0.20573 1.70508 6.96072
H 1.07011 1.53923 5.42766
H -2.10523 -6.01084 -0.17636
H -2.39215 -5.07495 1.26675
H 0.21414 -6.54858 0.60129
H -0.97335 -7.04186 1.81505
H -0.02768 -5.56492 2.03951
C -8.19488 1.84723 0.08680
C -6.71888 2.06541 -0.09735
C -6.21861 2.74082 -1.19698
C -4.85420 2.92461 -1.41482
C -4.50555 3.65945 -2.68630
C -3.93248 2.42922 -0.47240
As -1.94468 2.52320 -0.50166
N -1.58848 0.71714 -0.80563
C -2.60207 -0.13279 -1.27690
C -3.33021 0.15518 -2.43698
C -4.35634 -0.66623 -2.87533
C -4.69663 -1.81599 -2.17639
C -4.01079 -2.09714 -1.00260
C -3.00225 -1.26122 -0.55469
C -1.53847 3.65885 -2.08603
C -1.08584 3.30652 -3.36078
C -0.97337 1.89462 -3.87195
C -0.78652 4.31221 -4.28539
C -0.93150 5.65575 -3.99720
C -0.60251 6.72005 -5.00734
C -1.37951 5.99366 -2.72615
C -1.66059 5.03130 -1.76921
C -2.11626 5.51188 -0.41252
C -4.43622 1.77419 0.66818
C -3.57146 1.21049 1.76582
C -5.80447 1.59076 0.82623
H -8.76398 2.29848 -0.72539
H -8.54323 2.28167 1.02569
H -8.43062 0.78174 0.11252
H -6.91311 3.12267 -1.93819
H -5.37383 3.67293 -3.34510
H -3.67765 3.21741 -3.22937
H -4.22789 4.69671 -2.48502
H -3.11060 1.05303 -2.99100
H -4.89664 -0.39457 -3.77469
H -5.49192 -2.46192 -2.52483
H -4.27758 -2.96269 -0.40598
H -2.54309 -1.45599 0.40138
H -0.96458 1.15551 -3.07585
H -0.06434 1.78381 -4.45972
H -1.81049 1.66663 -4.53848
H -0.44710 4.01596 -5.27387
H -0.26718 6.28133 -5.94686
H 0.18785 7.37855 -4.64106
H -1.47349 7.34357 -5.21759
H -1.49408 7.04136 -2.46422
H -2.18705 6.59948 -0.40642
H -1.41793 5.20669 0.37215
H -3.09639 5.11272 -0.13945
H -2.56618 1.61871 1.77131
H -3.48485 0.12513 1.66682
H -4.02274 1.42320 2.73729
H -6.15677 1.06263 1.70765
*
```

The value obtained for the highest occupied orbital energy is -6.614 eV. Its maximum force is 0.006 hartree/bohr. The value obtained for the energy above the lowest of the compared OMol25 structures with the same formula, charge and spin is 0.0 kcal per mole. As for the orbital gap: 0.2152 hartree. The electronic energy is -4942.95643 Ha.

Atom charges from the Mulliken analysis, given in e for atoms 1 to 2: 1.54, -1.20